Entry from OMol25: a cluster of 11 separate species, C23H52O19 in total at a distorted geometry (ωB97M-V/def2-TZVPD).

energy relative to the best compared isomer or geometry (same formula, charge and spin) = 0.0 kcal per mole
SMILES string = C[C@H]1COC(=O)O1.C[C@H]1COC(=O)O1.C[C@H]1COC(=O)O1.C[C@H]1COC(=O)O1.CO.CO.CO.CO.CO.CO.CO
frontier orbital gap = 10.130 eV

Geometry as ORCA input:
```
! RIJCOSX wB97M-V def2-TZVPD def2/J DEFGRID3
* xyz 0 1
C 15.552 -0.663 19.075
O 14.994 0.657 19.278
C 12.536 0.889 14.907
H 12.721 -4.767 14.122
O 11.691 0.171 11.750
C 14.782 -1.955 11.343
O 13.395 -0.737 18.600
C 10.980 -1.081 11.387
O 15.945 0.544 13.888
H 16.357 -0.851 19.758
O 11.587 2.262 10.937
C 11.397 1.052 10.823
C 9.702 -0.951 12.155
H 17.125 -4.496 12.773
H 18.315 -6.159 16.347
H 18.812 0.133 13.964
H 18.607 -3.242 19.308
H 8.496 1.220 14.682
H 9.123 -1.912 12.162
H 14.728 -2.619 17.371
O 8.461 0.771 15.577
H 17.178 -1.926 13.214
O 13.098 1.560 18.530
H 21.069 0.495 15.137
C 20.329 -0.310 15.131
O 15.390 -2.508 12.396
H 11.134 -2.944 14.685
H 17.688 -6.564 14.774
H 19.729 -2.497 18.211
H 17.542 -4.052 11.069
H 13.617 -3.548 18.492
H 14.498 0.558 12.282
H 11.589 2.997 12.611
O 19.641 -0.321 13.858
C 18.709 -2.538 18.518
C 10.898 -0.980 9.900
H 17.691 -1.847 10.315
H 9.109 -0.078 11.929
H 19.681 -0.150 16.023
C 9.252 -2.216 16.253
C 11.604 4.839 13.113
H 9.935 -0.890 13.169
H 13.273 -0.659 13.623
O 9.634 -2.870 15.068
H 14.101 -1.764 20.209
O 17.657 -4.575 15.136
H 17.572 -3.945 15.900
H 8.240 -1.682 16.267
H 10.105 -1.524 16.502
H 16.489 -6.161 15.995
H 12.681 1.972 14.867
H 17.375 -0.456 11.403
H 12.487 0.453 15.939
C 13.728 0.611 18.794
H 11.756 -1.349 9.355
O 17.765 -2.946 17.462
C 17.540 -3.690 12.078
C 15.874 -0.249 14.942
C 17.494 -5.881 15.624
H 9.971 -1.445 9.495
O 15.692 -1.353 10.559
O 12.058 -2.706 14.412
O 11.108 3.504 13.276
C 14.631 0.877 13.302
H 12.689 4.825 13.194
H 8.964 2.022 17.143
H 18.406 -1.581 18.861
H 11.667 0.754 14.323
C 13.686 0.123 14.243
H 14.495 1.964 13.447
O 10.810 0.508 9.775
H 16.000 -0.639 18.039
O 14.609 -0.499 15.203
C 12.886 -3.812 14.711
H 9.968 2.235 15.671
H 20.756 -1.302 15.175
O 16.879 -0.639 15.462
C 16.861 -2.367 12.275
H 9.007 -2.966 17.030
H 11.238 5.441 13.979
C 14.549 -2.921 18.373
O 13.593 -1.909 11.144
H 15.408 -3.379 18.864
H 12.829 -4.119 15.729
H 13.880 -3.390 14.580
C 9.503 1.514 16.328
H 11.586 -1.945 11.683
H 10.247 0.917 16.786
H 18.610 -3.532 12.399
H 11.298 5.311 12.173
C 17.018 -1.401 11.033
C 14.376 -1.602 19.142
H 17.644 -2.204 16.830
H 8.976 -3.478 14.784
*
```

Entry from OMol25: a cluster of 6 separate species, C8H21N5O13 in total at a distorted geometry (ωB97M-V/def2-TZVPD).

energy relative to the best compared isomer or geometry (same formula, charge and spin) = 29.8 kcal per mole
SMILES string = C[N+](=O)[O-].C[N+](=O)[O-].C[N+](=O)[O-].C[N+](=O)[O-].C[N+](=O)[O-].COC(=O)OC
frontier orbital gap = 10.400 eV

Geometry as ORCA input:
```
! RIJCOSX wB97M-V def2-TZVPD def2/J DEFGRID3
* xyz 0 1
H -5.621 -1.048 1.511
O -4.935 4.931 -0.915
C 3.822 -0.689 -3.474
H -2.656 4.473 1.210
H 2.560 1.818 -0.392
H -1.833 -1.881 1.864
H 3.894 -3.446 1.353
N 3.326 0.657 -3.251
H 3.111 2.217 1.355
H 2.585 0.583 0.767
C -3.589 4.134 0.761
O 0.258 -1.933 1.682
H 4.911 -0.684 -3.434
C 3.717 -2.371 1.387
O -4.661 -3.507 0.388
N -4.403 -2.308 0.335
H -1.192 -3.314 1.068
N 4.566 1.171 0.313
H -6.471 -1.916 0.164
O 1.585 -3.551 2.640
O -1.951 1.157 0.799
O 4.821 0.141 -0.371
H -0.896 -0.917 -0.943
H 3.438 -1.346 -2.694
H 4.328 -2.085 0.531
O -2.772 5.190 -1.069
C -5.585 -1.358 0.467
H -4.409 4.385 1.434
O 2.380 -1.918 1.278
H -0.933 -3.270 2.718
H 0.083 0.467 -1.525
C 3.082 1.520 0.517
O -2.205 1.637 -1.273
N -1.612 1.031 -0.384
H 3.530 -0.941 -4.494
C 1.440 -2.534 1.988
O -3.323 -1.774 0.148
C -0.531 0.084 -0.710
O 2.134 0.845 -3.056
H 0.113 -0.038 0.161
N -3.785 4.842 -0.523
O 4.047 1.574 -3.406
H -5.436 -0.569 -0.270
H -3.553 3.058 0.586
C -1.008 -2.594 1.866
H 4.184 -1.956 2.280
O 5.445 2.032 0.619
*
```

Entry from OMol25: a cluster of 8 separate species, C32H48O24 in total at a distorted geometry (ωB97M-V/def2-TZVPD).

energy relative to the best compared isomer or geometry (same formula, charge and spin) = 174.4 kcal per mole
SMILES string = C[C@H]1COC(=O)O1.C[C@H]1COC(=O)O1.C[C@H]1COC(=O)O1.C[C@H]1COC(=O)O1.C[C@H]1COC(=O)O1.C[C@H]1COC(=O)O1.C[C@H]1COC(=O)O1.C[C@H]1COC(=O)O1
frontier orbital gap = 10.538 eV

Geometry as ORCA input:
```
! RIJCOSX wB97M-V def2-TZVPD def2/J DEFGRID3
* xyz 0 1
O -2.373 4.620 2.008
O 8.876 -2.351 -10.241
H 7.825 -5.230 -2.118
H -11.568 -0.040 -0.339
H 0.941 -0.139 1.387
H -6.463 -2.494 5.954
C -2.974 2.887 10.600
H -4.149 4.623 10.613
O 9.972 -8.636 -5.586
H 6.163 4.270 -5.834
H 1.660 -1.001 2.689
H -3.425 3.018 -1.010
C -4.686 -4.803 5.377
O 6.649 -2.662 -9.869
H 5.848 1.506 -10.867
H 6.948 -8.148 -2.690
H 6.460 6.047 -6.202
O 5.599 5.952 -1.282
O -7.417 -0.653 -0.019
H -4.519 -2.770 7.650
O -1.501 2.017 8.936
C 5.410 -1.960 -10.048
C 5.405 0.515 -10.969
O -1.704 5.437 0.180
H -10.831 1.292 -1.277
C -3.521 4.565 1.298
H -0.045 -2.475 1.195
C -0.982 1.744 10.182
C 5.761 5.283 -5.862
H 4.848 3.332 -4.411
C 4.847 5.486 -4.642
C -2.948 4.867 -0.183
H 9.290 -7.463 -1.967
O 5.648 6.082 -3.575
O -4.036 -4.166 6.346
H -3.679 2.075 10.774
H -3.924 4.305 12.248
H -9.554 3.111 0.339
H -8.487 -4.242 6.402
O 0.639 -3.146 -0.611
C -10.345 2.709 0.972
O -5.923 -4.432 5.314
H -4.247 5.312 1.620
C -6.279 -3.497 6.342
C 8.604 -5.531 -2.818
C -10.675 0.571 -0.475
O 1.558 -2.480 -2.650
O 9.728 -7.177 -3.845
H -3.592 5.614 -0.647
H -2.601 4.904 11.498
C -10.257 1.154 0.874
C 1.417 -2.382 -1.426
H 4.380 0.785 -10.716
H -10.263 3.020 2.014
C 5.953 -0.495 -9.921
H 5.633 0.118 -11.958
C 7.577 -7.734 -3.478
H -11.356 3.021 0.709
C 5.351 5.537 -2.402
C 8.797 -7.058 -2.851
H -1.742 3.152 -0.942
C -1.391 5.192 1.439
H -3.435 2.453 8.618
O -1.793 2.382 11.218
H 2.700 -0.039 1.844
H 9.506 -4.969 -2.576
H 5.757 -0.180 -8.896
O -4.191 -5.619 4.564
H 6.846 -7.050 -3.909
H 3.280 3.966 -4.287
C -3.409 4.201 11.293
O 4.703 4.404 -2.639
O 0.085 1.132 10.536
H -4.030 3.609 1.417
C -2.633 3.765 -1.074
H 8.306 -5.181 -3.806
H -2.527 3.882 8.622
O -9.530 -0.099 -0.984
C -2.556 2.896 9.085
C -5.006 -3.670 7.275
C 4.308 4.185 -4.001
O 2.115 -1.596 -0.606
C 2.037 -1.909 0.705
H 4.734 -2.170 -9.219
C -8.519 -0.127 0.035
H 5.131 5.233 -6.750
H 5.007 -2.066 -11.056
O 8.140 -8.629 -4.417
H 4.054 6.233 -4.591
H -4.981 -4.452 8.034
C -7.662 -3.923 7.038
O -0.260 5.370 1.899
C 9.319 -8.147 -4.751
O -8.939 0.589 1.129
H -7.888 -3.049 7.649
C 7.740 -1.941 -10.182
H -2.593 3.981 -2.141
H 1.139 -3.880 1.030
H -7.438 -4.724 7.743
C 0.840 -2.883 0.707
C 1.843 -0.687 1.662
H -10.836 0.642 1.642
O 7.360 -0.570 -10.227
H 2.945 -2.324 1.141
*
```

Entry from OMol25: a cluster of 3 separate species, C9H21FO11P2 in total at a distorted geometry (ωB97M-V/def2-TZVPD).

energy relative to the best compared isomer or geometry (same formula, charge and spin) = 0.1 kcal per mole
SMILES string = O=C1OC[C@@H](F)O1.COP(=O)(OC)OC.COP(=O)(OC)OC
frontier orbital gap = 10.826 eV

Geometry as ORCA input:
```
! RIJCOSX wB97M-V def2-TZVPD def2/J DEFGRID3
* xyz 0 1
H -6.449 -1.681 4.045
H -11.678 0.318 5.202
H -18.008 -0.832 3.382
H -16.814 -6.968 3.899
O -17.356 -2.773 3.272
O -7.774 -0.591 7.354
P -8.769 -1.092 6.421
H -16.287 -6.857 2.192
H -9.370 -2.499 8.985
H -17.974 -6.619 2.615
O -13.021 -3.230 6.803
C -16.950 -6.448 2.955
C -10.769 -0.221 4.952
H -20.040 -4.290 0.336
H -10.947 -1.273 4.748
C -10.126 -2.260 8.238
C -7.248 -0.989 4.305
H -10.356 0.223 4.039
O -9.851 -0.009 6.022
H -10.560 -1.278 8.441
C -19.108 -4.781 0.600
P -17.238 -3.937 2.227
O -8.230 -1.669 5.055
C -14.079 -2.492 7.221
H -15.309 -4.615 5.566
O -15.133 -2.697 6.401
C -13.277 -3.768 5.541
H -6.810 -0.115 4.789
O -16.437 -3.617 1.045
C -14.794 -3.667 5.419
H -19.206 -5.864 0.625
H -16.260 -1.041 3.174
H -18.355 -4.487 -0.131
F -12.681 -2.993 4.579
H -12.813 -4.750 5.509
H -7.661 -0.621 3.360
H -15.073 -3.302 4.434
O -9.587 -2.347 6.929
H -10.952 -2.953 8.390
H -17.332 -1.317 1.787
O -16.700 -5.070 3.185
O -14.080 -1.781 8.158
O -18.735 -4.367 1.933
C -17.241 -1.403 2.868
*
```

Entry from OMol25: a structure of composition C52H63BrCdClFN2O3SbSi (ωB97M-V/def2-TZVPD).

energy relative to the best compared isomer or geometry (same formula, charge and spin) = 1.7 kcal per mole
frontier orbital gap = 8.517 eV

Geometry as ORCA input:
```
! RIJCOSX wB97M-V def2-TZVPD def2/J DEFGRID3
* xyz 1 1
C 2.745 3.488 -1.081
C 1.437 -6.055 -3.773
H -0.897 -2.175 -5.041
H -2.837 -5.047 3.131
C 0.377 3.054 -1.498
Sb -1.299 -2.413 -2.021
C -2.881 -2.741 0.633
C -5.305 -3.401 -3.496
H 3.862 4.895 1.152
H 5.327 4.862 -1.532
H 6.872 4.523 0.383
H 1.370 3.403 1.796
H -3.259 -1.021 -0.643
H 7.742 2.288 -0.445
C -1.576 2.289 3.099
O 0.055 3.931 -0.702
H -3.296 0.917 2.952
C 1.275 -4.063 -2.408
C -4.114 0.671 -2.375
C -3.015 -2.686 -3.240
H -2.299 1.816 5.128
H -2.680 1.477 1.393
C 4.328 5.380 0.292
F 6.004 -1.483 -2.991
C -4.156 -3.291 -2.724
C 1.603 1.721 3.219
H 2.511 0.000 4.257
C 2.012 2.545 1.986
C -0.661 -4.912 -3.599
Cd -0.811 0.420 -1.855
C -1.557 -5.089 1.407
H -6.215 0.794 -2.739
H 1.414 2.094 5.384
H 1.033 -0.135 5.681
C -4.339 3.027 -1.056
H 7.468 0.373 -1.985
H 2.639 -0.065 2.491
H -6.435 2.966 -1.502
C 6.204 3.729 0.050
C 4.169 -0.112 -2.510
C -5.480 2.468 -1.604
C -2.562 -4.559 2.204
H -3.599 2.571 2.425
H -4.676 -1.630 0.197
H 2.024 1.935 1.082
O 1.461 0.363 -2.307
H 1.356 -1.626 3.488
H -4.150 -3.692 -1.718
C -3.602 -1.462 0.295
H -2.336 -1.106 3.131
H -3.993 -2.987 2.445
C 2.645 0.601 3.357
H 3.032 2.913 2.149
H -6.187 -3.879 -3.090
C 2.225 1.310 -1.981
C 6.914 2.808 -0.926
C -3.003 -2.197 -4.553
H -0.366 4.105 2.855
H 5.097 6.058 0.659
N 4.063 3.278 -1.040
C -1.230 -4.461 0.216
H 5.877 3.177 0.936
C 1.892 -3.080 -1.450
C 4.566 2.064 -1.514
H -2.211 2.849 -0.831
C -0.473 -0.557 4.131
N -3.017 1.219 -1.842
H 2.942 -3.309 -1.272
Br -0.163 0.117 0.894
H -6.194 -2.991 -5.404
Cl -4.409 4.515 -0.188
H 1.049 3.503 4.379
H 3.064 -5.207 -2.664
C -5.306 -2.907 -4.791
H -1.038 -5.991 1.702
C 1.813 2.596 -1.540
Si -0.164 1.004 3.068
C 4.994 4.361 -0.617
H -1.709 -4.832 -3.866
C -1.891 -3.298 -0.181
H 7.346 3.404 -1.737
H 1.383 -3.097 -0.480
C 2.018 -5.117 -2.931
C -3.213 -3.401 1.816
C -3.119 2.389 -1.205
H -0.327 -1.117 6.209
H -2.076 -1.876 4.692
C 0.094 -5.961 -4.103
C 5.953 1.802 -1.497
H 2.714 2.970 4.580
H 2.380 4.434 -0.711
H 0.170 -2.595 4.359
H -2.037 4.245 2.335
H 2.037 -6.867 -4.165
C 1.683 2.620 4.465
H -3.455 -0.714 1.076
H -2.586 -0.191 4.631
C 3.674 1.096 -2.001
C -0.070 -3.965 -2.767
H -3.991 -0.277 -2.882
C -1.904 2.658 4.558
C -1.174 3.572 2.354
H -4.167 -1.947 -6.331
C -2.857 1.766 2.430
C -1.781 -1.541 -5.142
C -0.045 -0.266 5.581
H -0.123 -2.155 2.678
C -4.162 -2.318 -5.313
C 5.515 -0.330 -2.504
H 3.484 -0.847 -2.904
H -0.534 0.619 5.995
H -1.921 -1.334 -6.201
O -0.418 2.483 -2.336
C 6.410 0.603 -1.993
C -1.960 -0.937 4.141
H -0.877 3.394 1.319
H 3.638 1.056 3.415
H -0.365 -6.695 -4.752
H 3.582 5.988 -0.217
H -2.672 3.437 4.555
H 1.816 -2.057 -1.826
H -1.562 -0.585 -4.655
H -0.463 -4.893 -0.415
C -5.357 1.268 -2.284
C 0.289 -1.793 3.623
H -1.040 3.056 5.093
*
```

Entry from OMol25: a structure of composition C30H38GeN4O2SiV at a distorted geometry (ωB97M-V/def2-TZVPD).

frontier orbital gap (spin up / spin down) = 5.534 / 6.690 eV
<S²> = 2.2452

Geometry as ORCA input:
```
! RIJCOSX wB97M-V def2-TZVPD def2/J DEFGRID3
* xyz -1 3
H -0.402 0.722 4.247
C -3.664 -1.636 0.772
H -2.479 3.303 -0.872
C 3.002 0.801 4.416
C 4.067 1.061 5.309
C -1.050 -1.523 -2.723
H 4.857 0.158 1.645
O -0.191 0.136 1.817
C 5.657 0.674 3.556
N 2.638 -0.175 0.893
C -0.266 -2.375 0.926
C 0.637 0.645 3.948
C 3.571 -0.833 -1.622
H -1.035 -0.615 -3.327
C 1.644 0.878 4.836
C 2.087 2.402 -1.787
C 3.287 0.462 3.075
H 3.310 -1.680 -4.903
C -0.160 4.337 -1.373
H 1.422 1.134 5.866
H 0.246 1.612 -4.211
C 0.876 0.303 2.601
C 3.953 -1.119 -2.926
C -3.354 -0.232 0.341
C 2.230 -0.900 -1.244
H 2.581 3.264 -2.250
C 4.642 0.411 2.674
N -2.116 0.023 -0.130
C -1.779 1.264 -0.619
C -0.176 2.516 -3.758
H -2.434 -4.486 -0.649
C -2.750 2.311 -0.544
H -1.978 -1.590 -2.168
C -0.001 -5.480 1.558
H 4.290 -0.526 -0.876
H 4.999 -1.047 -3.201
H -1.378 -4.232 -2.051
C 3.014 -1.476 -3.882
H 0.597 5.018 -1.775
H -1.138 4.679 -1.729
C 1.301 -1.315 -2.218
H -0.343 -2.477 2.013
H -4.409 -1.641 1.569
H -4.733 2.828 0.001
H 0.933 -1.873 -4.250
N 1.732 -0.569 0.005
H -4.074 -2.198 -0.072
H 0.294 -6.445 1.136
C -4.324 0.744 0.381
H -0.986 -5.589 2.020
H 1.904 -5.421 -0.860
C -1.449 -4.705 -1.069
H -5.310 0.511 0.759
H -1.259 2.506 -3.922
Ge -0.024 -4.109 0.146
H 1.616 -3.974 -1.851
H -0.923 -2.405 -3.347
C 1.663 -4.355 -0.827
O -0.007 -1.461 -1.751
C 2.213 0.170 2.136
H 3.827 1.316 6.336
H 6.175 1.204 5.594
H -1.360 -5.787 -1.204
H -2.757 -2.138 1.104
H -0.148 4.425 -0.281
V -0.189 -0.666 0.196
H 2.468 -3.826 -0.311
H 2.407 2.337 -0.742
C 1.670 -1.580 -3.516
Si 0.246 2.588 -1.933
H 2.435 1.499 -2.296
H 0.240 3.384 -4.284
C -3.993 2.037 -0.056
H 6.686 0.629 3.221
N -0.542 1.332 -1.099
H 0.714 -5.207 2.338
C 5.370 1.001 4.897
*
```